# 1
# C3H3PS

C3H3PS in the gas phase at a distorted geometry (ωB97M-V with the def2-TZVPD basis set, OMol25).

Summary:
Energy relative to the best compared isomer or geometry (same formula, charge and spin) = 2.230 eV
Charge = 0
Gap between HOMO and LUMO (alpha / beta) = 6.060 / 6.058 eV
HOMO energy (alpha / beta) = -7.4 / -7.4 eV

XYZ file:
```
8
Properties=species:S:1:pos:R:3:nbo_charge:R:1
C -3.691 0.155 0.107 -0.596
C -2.524 0.621 0.140 -0.279
C 0.110 0.255 -0.043 -0.663
P -5.140 -0.473 -0.101 0.451
S -1.269 1.597 0.007 0.434
H 0.862 0.611 -0.599 0.207
H -0.538 -0.612 -0.508 0.234
H 0.309 -0.122 0.866 0.212
```


# 2
# C3H40N2O15S

A 16-piece molecular cluster, C3H40N2O15S overall at a distorted geometry (ωB97M-V with the def2-TZVPD basis set, OMol25).

Summary:
Energy relative to the best compared isomer or geometry (same formula, charge and spin) = 3.722 eV
Charge = 0
Gap between HOMO and LUMO = 8.739 eV
HOMO energy = -9.1 eV

XYZ file:
```
61
Properties=species:S:1:pos:R:3:nbo_charge:R:1
C 1.678 0.002 -0.238 -0.235
C 2.833 0.771 0.367 -0.507
S 4.218 0.918 -0.858 -0.025
N 0.795 -0.407 0.875 -0.677
C -0.395 -1.142 0.526 -0.035
N -1.429 -1.029 1.528 -0.850
H 1.099 0.553 -0.988 0.191
H 2.067 -0.951 -0.595 0.194
H 3.088 0.465 1.376 0.212
H 2.581 1.829 0.520 0.217
H 4.205 -0.414 -0.993 0.117
H 0.557 0.398 1.454 0.363
H -0.858 -0.750 -0.393 0.135
H -0.144 -2.157 0.278 0.162
H -1.622 -0.075 1.721 0.352
H -1.004 -1.378 2.421 0.378
H -0.118 2.187 3.350 0.515
H -0.614 3.652 3.032 0.490
O -0.020 2.953 2.734 -1.004
H 1.869 -3.948 3.523 0.491
H 0.749 -4.791 2.825 0.498
O 1.110 -4.517 3.699 -0.973
H -3.988 1.972 0.144 0.490
H -2.894 1.105 -0.413 0.488
O -2.997 1.916 0.071 -0.957
H -1.883 -4.540 1.904 0.485
H -0.638 -4.381 1.061 0.477
O -0.954 -4.634 1.926 -0.953
H 0.780 1.850 -4.841 0.515
H 0.141 1.292 -6.099 0.482
O 0.728 0.996 -5.357 -1.014
H -0.969 0.616 4.981 0.491
H -0.186 -0.414 4.047 0.516
O -0.512 0.481 4.171 -1.005
H -2.261 2.338 2.947 0.479
H -3.744 2.316 3.487 0.476
O -2.826 2.707 3.612 -0.958
H -2.449 -2.917 -4.986 0.463
H -2.425 -2.959 -3.485 0.468
O -2.368 -3.511 -4.246 -0.930
H 3.316 -1.470 3.053 0.485
H 1.929 -1.810 2.394 0.495
O 2.727 -2.156 2.757 -0.982
H 0.417 -2.869 4.163 0.519
H -1.154 -2.861 4.198 0.490
O -0.400 -2.276 4.182 -1.009
H -0.257 3.435 -3.431 0.512
H 0.751 4.097 -4.345 0.479
O 0.089 3.398 -4.349 -0.985
H -0.336 3.506 0.938 0.509
H -1.790 3.207 0.324 0.506
O -1.077 3.901 0.434 -1.008
H 2.002 -0.257 -4.812 0.483
H 2.397 -1.717 -4.381 0.475
O 2.710 -0.898 -4.715 -0.968
H -0.782 4.375 -1.221 0.510
H -1.546 5.034 -2.245 0.470
O -0.714 4.590 -2.205 -0.991
H 0.615 -1.190 -5.230 0.489
H -0.316 -2.453 -5.633 0.476
O 0.219 -1.988 -4.962 -0.974
```


# 3
# C3H40NO17

A 16-piece molecular cluster, C3H40NO17 overall at a distorted geometry (ωB97M-V with the def2-TZVPD basis set, OMol25).

Summary:
Energy relative to the best compared isomer or geometry (same formula, charge and spin) = 2.632 eV
Charge = +1
Gap between HOMO and LUMO = 9.898 eV
HOMO energy = -12.5 eV

XYZ file:
```
61
Properties=species:S:1:pos:R:3:nbo_charge:R:1
C -1.098 0.238 0.196 -0.075
O -0.685 -1.170 0.272 -0.767
C 0.220 1.128 -0.121 -0.098
C -0.119 2.402 -0.833 -0.088
O 1.096 2.861 -1.434 -0.759
N 0.975 1.245 1.108 -0.720
H -1.473 0.478 1.173 0.207
H -1.796 0.346 -0.577 0.193
H -1.150 -1.542 -0.523 0.497
H 0.810 0.507 -0.821 0.227
H -0.854 2.258 -1.581 0.203
H -0.378 3.201 -0.158 0.195
H 1.106 3.104 -2.348 0.499
H 1.644 1.988 0.959 0.442
H 0.466 1.595 1.899 0.450
H 1.658 0.445 1.360 0.478
H 2.212 -1.573 -2.353 0.503
H 3.625 -2.160 -2.548 0.493
O 3.063 -1.646 -1.956 -0.989
H 0.989 -0.568 -3.685 0.504
H 1.942 -0.930 -4.891 0.485
O 1.915 -0.606 -3.987 -0.996
H 0.013 -1.557 3.276 0.481
H -0.986 -1.566 4.348 0.506
O -0.473 -0.923 3.783 -0.957
H -1.345 3.062 3.182 0.485
H -0.380 4.034 2.611 0.445
O -1.254 4.024 3.053 -0.963
H -1.097 0.586 3.322 0.508
H -2.269 1.341 4.125 0.505
O -1.424 1.487 3.656 -1.010
H -0.106 -4.530 -3.665 0.497
H -1.636 -4.362 -3.052 0.504
O -0.748 -4.046 -3.180 -0.984
H -0.400 -3.859 2.181 0.467
H -0.723 -2.412 1.810 0.489
O -0.990 -3.157 2.420 -0.961
H 2.560 -1.136 2.155 0.516
H 3.480 -0.250 1.490 0.511
O 2.855 -0.115 2.230 -0.994
H 1.973 -3.303 1.094 0.495
H 2.497 -2.134 0.348 0.506
O 2.436 -2.470 1.265 -0.956
H -2.906 0.710 -4.301 0.483
H -3.648 -0.278 -3.363 0.498
O -2.887 -0.183 -3.947 -0.957
H 2.850 1.811 2.906 0.499
H 1.650 1.913 3.917 0.501
O 2.040 2.319 3.082 -0.990
H -3.674 2.703 -1.912 0.492
H -3.915 2.341 -3.429 0.479
O -3.627 2.002 -2.578 -0.970
H -1.443 -1.090 -4.209 0.507
H -0.545 -2.415 -4.105 0.496
O -0.608 -1.483 -3.976 -1.024
H -4.348 0.643 2.730 0.490
H -3.622 -0.734 2.443 0.482
O -3.479 0.147 2.787 -0.968
H 3.885 1.221 -0.667 0.496
H 4.091 -0.338 -0.867 0.522
O 4.032 0.397 -0.112 -1.012
```


# 4
# C3H40NO17

A 16-piece molecular cluster, C3H40NO17 overall at a distorted geometry (ωB97M-V with the def2-TZVPD basis set, OMol25).

Summary:
Energy relative to the best compared isomer or geometry (same formula, charge and spin) = 0.613 eV
Charge = +1
Gap between HOMO and LUMO = 9.745 eV
HOMO energy = -12.2 eV

XYZ file:
```
61
Properties=species:S:1:pos:R:3:nbo_charge:R:1
O -0.549 1.291 -1.783 -0.783
C -0.828 2.104 -0.682 0.387
C -1.012 1.331 0.630 -0.096
C -2.198 0.416 0.458 -0.687
N 0.264 0.821 1.140 -0.869
H -1.750 2.648 -0.976 0.184
H -1.368 1.988 1.440 0.203
H -3.138 0.582 1.004 0.231
H -1.895 -0.619 0.749 0.236
H -2.402 0.242 -0.601 0.240
H 4.322 -0.221 -0.138 0.484
H 0.806 0.349 0.384 0.349
H 0.174 0.064 1.790 0.379
H -1.821 -0.803 -3.494 0.487
H -1.561 0.686 -3.360 0.496
O -2.166 0.068 -3.810 -0.976
H 1.578 -1.145 2.989 0.522
H 2.411 -1.952 1.892 0.510
O 2.236 -1.081 2.289 -0.992
H 0.264 0.757 -1.839 0.517
H 2.414 0.514 -2.767 0.502
O 1.913 0.259 -1.985 -0.968
H 0.634 -2.011 0.371 0.500
H -0.286 -3.000 1.042 0.482
O -0.063 -2.061 1.057 -0.994
H -3.696 -1.761 -0.613 0.475
H -4.966 -2.051 -1.383 0.493
O -4.337 -2.453 -0.783 -0.966
H 0.746 4.706 2.684 0.504
H 0.488 3.761 1.311 0.518
O 0.343 3.965 2.242 -1.005
H 0.440 2.618 3.443 0.533
H 0.258 0.973 3.825 0.517
O 0.757 1.805 3.890 -0.966
H 1.886 2.503 -0.255 0.497
H 0.324 3.818 -0.939 0.509
O 0.237 3.016 -0.391 -0.791
H 3.201 -1.048 0.355 0.465
H 2.084 -0.718 -1.962 0.536
O 3.806 -0.995 -0.389 -0.948
H 0.943 -2.864 -3.714 0.479
H -0.270 -2.646 -2.871 0.506
O 0.734 -2.610 -2.811 -1.009
H -2.476 -2.986 -2.484 0.524
H -2.202 -2.966 -3.988 0.505
O -1.907 -2.583 -3.153 -0.970
H -4.819 0.563 -2.191 0.477
H -3.587 -0.106 -2.775 0.502
O -4.236 -0.192 -2.045 -1.007
H 2.834 -3.235 -0.306 0.497
H 1.608 -3.367 -1.361 0.524
O 1.895 -3.060 -0.488 -1.019
H -0.780 -1.292 3.802 0.510
H -0.410 -0.549 5.118 0.510
O -0.143 -0.680 4.194 -0.982
H 2.468 2.061 1.508 0.562
H 2.663 1.288 -0.897 0.509
O 2.725 1.954 -0.153 -1.033
H 2.699 0.573 2.326 0.547
H 1.935 1.721 3.080 0.522
O 2.776 1.606 2.368 -0.871
```


# 5
# C3H41O18

A 18-piece molecular cluster, C3H41O18 overall at a distorted geometry (ωB97M-V with the def2-TZVPD basis set, OMol25).

Summary:
Energy relative to the best compared isomer or geometry (same formula, charge and spin) = 3.189 eV
Charge = -1
Gap between HOMO and LUMO = 8.554 eV
HOMO energy = -6.3 eV

XYZ file:
```
62
Properties=species:S:1:pos:R:3:nbo_charge:R:1
C 0.891 0.417 -0.032 -0.059
O 2.126 0.114 0.587 -0.976
C -0.087 -0.758 -0.016 -0.463
C -0.836 -0.986 -1.346 -0.605
H 1.137 0.869 -1.043 0.157
H 0.496 1.342 0.470 0.126
H -0.910 -0.480 0.740 0.211
H 0.500 -1.568 0.266 0.227
H -1.722 -1.641 -1.205 0.193
H -0.354 -1.348 -2.225 0.194
H -1.358 0.024 -1.612 0.191
H -2.414 1.179 0.384 0.490
H -2.849 0.234 1.167 0.494
O -3.139 0.554 0.319 -0.987
H -1.893 -2.986 1.237 0.466
H -1.304 -1.938 2.059 0.481
O -2.174 -2.281 1.845 -0.948
H -2.601 1.420 -2.882 0.497
H -1.715 2.452 -3.603 0.460
O -2.447 2.356 -3.020 -0.977
H -1.930 2.981 -0.589 0.508
H -0.503 2.574 -0.162 0.523
O -1.398 2.696 0.196 -1.015
H 1.942 -3.444 -2.277 0.483
H 0.581 -3.682 -2.782 0.492
O 1.326 -3.254 -3.126 -0.946
H 3.158 -2.471 -0.197 0.478
H 2.507 -1.481 0.690 0.525
O 2.593 -2.520 0.606 -1.019
H -0.775 -4.611 -0.147 0.506
H 0.621 -4.873 -0.924 0.464
O -0.393 -5.092 -0.984 -0.970
H 0.354 -0.047 3.108 0.482
H 1.463 -0.484 2.157 0.498
O 0.802 -0.784 2.807 -1.016
H 1.595 -1.783 -3.964 0.513
H 0.959 -0.324 -3.924 0.465
O 1.781 -0.730 -3.838 -0.983
H -1.670 1.994 3.228 0.513
H -1.008 0.970 4.411 0.461
O -1.212 0.987 3.488 -1.057
H 0.306 -2.950 2.329 0.488
H 1.266 -3.230 1.123 0.505
O 0.430 -3.604 1.617 -1.041
H -2.046 3.216 1.799 0.513
H -1.078 3.812 2.921 0.509
O -2.037 3.460 2.785 -0.993
H 1.060 3.498 2.364 0.511
H 0.496 2.743 3.564 0.483
O 0.577 3.606 3.252 -0.952
H -3.454 -0.670 -2.225 0.473
H -3.805 0.502 -1.372 0.509
O -3.856 0.211 -2.301 -0.970
H 3.582 2.711 0.511 0.472
H 2.569 1.548 0.911 0.523
O 2.754 2.584 0.895 -1.038
H 3.034 0.135 -0.831 0.488
H 2.710 -0.362 -2.326 0.492
O 3.357 0.079 -1.710 -1.033
H 1.362 2.845 -1.812 0.474
H 1.649 3.097 -0.316 0.507
O 0.984 3.171 -1.042 -0.995
```


# 6
# C3H42N2O16

A 17-piece molecular cluster, C3H42N2O16 overall at a distorted geometry (ωB97M-V with the def2-TZVPD basis set, OMol25).

Summary:
Energy relative to the best compared isomer or geometry (same formula, charge and spin) = 3.626 eV
Charge = 0
Gap between HOMO and LUMO = 9.886 eV
HOMO energy = -9.9 eV

XYZ file:
```
63
Properties=species:S:1:pos:R:3:nbo_charge:R:1
N -0.860 0.156 -3.220 -0.877
C -1.120 -1.196 -2.804 -0.062
C -0.859 -2.320 -3.829 -0.653
C -0.443 -1.468 -1.394 -0.255
N -0.675 -0.336 -0.486 -0.857
H -0.019 0.180 -3.808 0.372
H -1.503 0.566 -3.892 0.375
H -2.137 -1.257 -2.425 0.188
H -0.613 -3.224 -3.272 0.221
H -1.749 -2.441 -4.435 0.219
H -0.255 -1.964 -4.695 0.228
H 0.643 -1.475 -1.628 0.197
H -0.554 -2.380 -0.806 0.198
H -1.568 0.099 -0.615 0.353
H -0.022 0.428 -0.521 0.352
H -2.912 0.740 2.395 0.498
H -2.930 1.790 1.328 0.492
O -2.698 0.857 1.463 -0.981
H -0.374 1.934 3.329 0.492
H 0.151 3.171 3.821 0.464
O -0.252 2.849 3.004 -0.971
H 2.636 -0.536 -4.031 0.466
H 2.179 0.878 -4.006 0.488
O 2.322 0.153 -4.633 -0.952
H 1.832 -1.357 3.917 0.489
H 2.448 -0.241 4.458 0.471
O 1.548 -0.619 4.489 -0.958
H -4.603 0.770 -0.793 0.476
H -3.181 0.541 -0.426 0.483
O -3.719 0.898 -1.150 -0.966
H 0.933 0.579 -1.999 0.491
H 1.490 1.781 -1.247 0.487
O 1.535 1.321 -2.108 -0.984
H -0.319 0.142 4.695 0.496
H -0.838 -0.416 3.364 0.504
O -1.029 0.248 4.052 -1.000
H -0.817 3.755 -2.737 0.498
H -1.705 2.484 -2.317 0.505
O -1.279 3.296 -2.013 -0.984
H 2.325 1.965 1.667 0.494
H 3.613 2.052 1.072 0.481
O 2.892 1.411 1.108 -0.972
H 3.400 -3.582 -0.431 0.473
H 3.233 -2.077 -0.238 0.506
O 3.542 -2.897 0.230 -0.971
H -1.330 -1.676 1.191 0.503
H -1.510 -2.506 2.518 0.489
O -0.996 -1.803 2.091 -0.980
H 0.348 3.450 -0.288 0.480
H 0.296 2.596 0.999 0.484
O 0.729 3.351 0.595 -0.963
H 1.182 -2.299 1.892 0.480
H 2.344 -3.156 1.421 0.502
O 1.637 -3.117 2.122 -0.999
H 0.698 -4.578 1.794 0.501
H -0.693 -4.464 1.107 0.450
O -0.132 -5.062 1.587 -0.976
H -2.515 3.610 -0.772 0.488
H -3.947 3.245 -0.482 0.461
O -3.300 3.922 -0.278 -0.966
H 2.208 -0.295 0.182 0.498
H 3.013 0.274 -0.921 0.507
O 2.625 -0.570 -0.659 -0.973
```


# 7
# C3H42NO16

A 17-piece molecular cluster, C3H42NO16 overall at a distorted geometry (ωB97M-V with the def2-TZVPD basis set, OMol25).

Summary:
Energy relative to the best compared isomer or geometry (same formula, charge and spin) = 0.997 eV
Charge = +1
Gap between HOMO and LUMO = 11.035 eV
HOMO energy = -13.3 eV

XYZ file:
```
62
Properties=species:S:1:pos:R:3:nbo_charge:R:1
C -1.099 -0.853 1.348 -0.246
C -0.034 -1.833 0.911 -0.459
C -0.151 -2.978 1.888 -0.612
N -0.895 0.457 0.544 -0.765
H -2.138 -1.212 1.219 0.268
H -0.974 -0.628 2.484 0.217
H 1.051 -1.453 0.867 0.221
H -0.215 -2.186 -0.115 0.227
H -0.696 -2.560 2.867 0.200
H -1.011 -3.662 1.660 0.213
H 0.728 -3.617 2.012 0.228
H 0.063 0.859 0.657 0.465
H -1.064 0.166 -0.482 0.471
H -1.528 1.060 1.011 0.436
H -2.836 1.804 -2.987 0.496
H -3.979 0.879 -2.885 0.490
O -3.117 0.935 -3.102 -0.959
H 1.847 0.566 -1.691 0.505
H 1.445 -0.852 -1.898 0.485
O 2.008 -0.300 -1.301 -0.983
H 4.210 -2.517 0.581 0.464
H 3.579 -1.635 -0.254 0.473
O 4.084 -1.647 0.448 -0.933
H -1.150 3.170 0.783 0.506
H -2.316 3.457 1.337 0.475
O -2.119 3.124 0.537 -1.000
H 1.950 0.105 0.481 0.504
H 2.751 1.125 1.374 0.518
O 1.839 0.754 1.183 -1.039
H -2.048 3.884 -2.513 0.483
H -2.077 3.024 -1.304 0.503
O -1.845 3.012 -2.183 -0.971
H 3.014 -4.628 -0.790 0.471
H 2.619 -4.287 -2.132 0.477
O 2.721 -3.798 -1.265 -0.947
H 4.775 0.565 1.248 0.523
H 4.747 0.976 2.682 0.508
O 4.265 1.159 1.845 -0.958
H 1.033 3.255 1.858 0.499
H 0.123 2.088 2.395 0.503
O 0.206 2.924 1.755 -1.015
H 4.034 2.831 1.704 0.497
H 3.496 3.857 0.573 0.474
O 3.311 3.559 1.523 -0.997
H 0.913 1.012 4.392 0.506
H 0.952 0.601 2.858 0.516
O 0.429 1.093 3.561 -0.983
H 0.922 2.653 -2.758 0.508
H 2.110 2.217 -3.701 0.505
O 1.586 1.843 -2.902 -0.994
H -2.271 -3.817 -3.180 0.497
H -2.471 -2.370 -2.578 0.487
O -2.390 -3.270 -2.394 -0.972
H -4.612 -0.734 -0.631 0.471
H -5.654 0.141 -0.143 0.472
O -4.931 0.081 -0.732 -0.944
H -0.262 0.175 -2.609 0.486
H -1.797 0.160 -2.550 0.513
O -1.000 -0.195 -2.114 -0.991
H -3.171 -3.043 -0.561 0.517
H -3.653 -3.058 0.915 0.482
O -3.308 -2.439 0.258 -0.995
```


# 8
# C3H4AgMgO3

C3H4AgMgO3 as an isolated structure at a distorted geometry (ωB97M-V with the def2-TZVPD basis set, OMol25).

Summary:
⟨S²⟩ = 0.753
Charge = 0
Gap between HOMO and LUMO (alpha / beta) = 5.530 / 4.969 eV
Multiplicity = 2
HOMO energy (alpha / beta) = -6.4 / -6.3 eV

XYZ file:
```
12
Properties=species:S:1:pos:R:3:nbo_charge:R:1
O 0.052 1.146 0.638 -0.512
C 1.284 0.756 0.352 0.974
C -1.023 0.238 0.507 0.181
O 2.200 1.605 0.399 -0.825
O 1.516 -0.416 -0.087 -0.941
C -1.660 0.087 -0.689 -0.591
H -1.418 -0.050 1.484 0.222
H -1.521 0.812 -1.495 0.218
H -2.495 -0.619 -0.713 0.232
Ag 0.272 -1.984 -1.039 0.677
Mg 3.586 0.184 -0.316 0.964
H -0.791 -1.760 0.960 -0.597
```


# 9
# C3H4BeLiO3

C3H4BeLiO3 as an isolated structure at a distorted geometry (ωB97M-V with the def2-TZVPD basis set, OMol25).

Summary:
Energy relative to the best compared isomer or geometry (same formula, charge and spin) = 2.012 eV
Charge = +1
Gap between HOMO and LUMO = 6.408 eV
HOMO energy = -12.3 eV

XYZ file:
```
12
Properties=species:S:1:pos:R:3:nbo_charge:R:1
O -0.642 0.571 0.859 -0.481
C 0.553 1.148 0.779 0.997
C -0.913 -0.682 0.268 0.235
O 0.727 2.234 1.335 -0.694
O 1.475 0.622 0.050 -1.023
C -1.094 -0.764 -1.118 -0.955
H -1.309 -1.394 0.997 0.236
H 0.417 -1.704 0.248 -0.420
H -1.424 0.130 -1.658 0.263
H -1.421 -1.747 -1.473 0.261
Be 1.079 -0.708 -0.869 1.606
Li 2.551 2.294 0.582 0.974
```